(1)
C7H11N | wB97M-V/def2-TZVPD

Each line ends with the natural charge from an NBO analysis.
Element x y z (Å)
N: -1.3991 -0.2878 -0.9707  -0.568
C: 0.5521 0.6570 -0.4676  -0.214
C: 1.9664 0.7074 0.2450  -0.413
C: 2.0213 -0.7059 -0.0913  -0.374
C: -1.0232 -0.9274 0.2112  -0.077
C: 0.5118 -0.6943 0.1971  -0.247
C: -1.5101 0.1593 0.8936  -0.395
C: -1.0207 1.0448 -0.2013  -0.078
H: 0.4793 -0.5603 1.2409  0.171
H: -1.6815 0.5258 2.2209  0.148
H: -1.2655 2.0613 -0.3923  0.221
H: 0.6399 0.6501 -1.5725  0.219
H: 2.6043 1.7179 0.1796  0.227
H: 2.7195 -1.3889 0.2373  0.213
H: -1.4024 -2.0803 0.2190  0.218
H: -2.6161 0.2608 0.7790  0.210
H: 1.8229 0.6770 1.4217  0.199
H: -2.4887 -0.2813 -1.0286  0.343
H: 1.9952 -1.0127 -1.2303  0.199

For the HOMO-LUMO gap, the calculation gives 9.76 eV. The multiplicity is 1. As for the maximum force: 11.99 eV/Å.

---

(2)
C30H24CoN4O5 | wB97M-V/def2-TZVPD

Each line ends with the natural charge from an NBO analysis.
Element x y z (Å)
Co: -0.3708 0.2389 0.9019  1.173
O: 1.0947 1.8620 1.2690  -0.713
O: 2.1102 -1.9827 -3.1946  -0.703
O: 1.1275 -1.0585 0.7751  -0.731
O: -1.8195 1.5002 0.8890  -0.721
O: -3.9005 -0.7491 -0.6597  -0.721
N: -1.5547 -1.7970 1.0166  -0.463
N: -0.5673 0.0736 2.8733  -0.479
N: -0.1849 0.2165 -0.9858  -0.298
N: 0.7878 -0.6501 -1.4587  -0.489
C: -3.9605 3.6406 -1.0424  -0.199
C: -2.3201 2.0528 -0.1526  0.444
C: 1.7763 4.6548 3.4310  -0.210
C: 1.1958 4.2480 4.6506  -0.359
C: 1.7217 3.8672 2.3160  -0.269
C: -2.5957 2.4140 -2.5623  -0.138
C: -2.0802 -3.1245 -3.5277  -0.388
C: -1.9390 1.7747 -1.5029  -0.231
C: -3.5963 3.3392 -2.3639  -0.333
C: 3.1716 -2.8513 0.1903  -0.168
C: 4.1652 -3.7784 -0.0839  -0.291
C: -1.8822 -2.6927 0.1790  0.179
C: -1.1616 -2.2209 2.3490  -0.250
C: 0.5583 3.0297 4.6782  -0.137
C: 1.3929 -1.2448 -0.4550  0.572
C: 2.4558 -2.2237 -0.8232  -0.133
C: 4.4495 -4.0895 -1.4094  -0.205
C: 1.0773 2.5754 2.3034  0.441
C: -3.3478 3.0272 0.0192  -0.282
C: -2.9494 -2.0793 -3.8815  -0.204
C: -1.7976 -3.2910 -2.1819  -0.103
C: -2.3199 -2.4585 -1.1946  -0.299
C: 3.7522 -3.4795 -2.4368  -0.298
C: -3.2897 -1.4252 -1.5154  0.435
C: 2.7522 -2.5421 -2.1620  0.349
C: -0.2599 0.9570 3.7419  0.194
C: -0.8987 0.8388 -1.8445  0.138
C: -1.3891 -1.0549 3.2966  -0.229
C: 0.4650 2.1896 3.5563  -0.283
C: -3.5301 -1.2723 -2.9354  -0.348
H: 2.9188 -2.5797 1.2072  0.231
H: -1.1058 -4.0745 -1.8765  0.177
H: -2.2982 2.1477 -3.5726  0.190
H: -2.4408 -0.7563 3.2399  0.207
H: -1.8055 -3.7533 0.4816  0.117
H: 1.2427 4.8770 5.5306  0.186
H: 0.0935 2.6908 5.6014  0.180
H: -1.1568 -1.3404 4.3308  0.165
H: -3.6355 3.2489 1.0398  0.199
H: -3.1720 -1.9063 -4.9323  0.178
H: -0.0939 -2.4614 2.3459  0.212
H: -0.5846 0.7840 4.7781  0.132
H: -4.0929 3.8120 -3.2023  0.185
H: 2.1673 4.1854 1.3808  0.197
H: 1.4314 -1.3550 -2.7957  0.512
H: 4.7100 -4.2528 0.7230  0.193
H: 2.2767 5.6177 3.3749  0.183
H: -1.7260 -3.1013 2.6841  0.167
H: 5.2210 -4.8146 -1.6456  0.189
H: -0.7050 0.6482 -2.8995  0.180
H: -1.6214 -3.7551 -4.2787  0.185
H: 3.9578 -3.7119 -3.4745  0.205
H: -4.7453 4.3676 -0.8541  0.182
H: -4.2051 -0.4714 -3.2189  0.199

For the HOMO-LUMO gap (alpha / beta), the calculation gives 5.83 / 5.83 eV. The multiplicity is 2. Its net charge is -2. As for the maximum force: 0.23 eV/Å. Its expectation value of S² is 0.76.

---

Look up the multiplicity of the second one.
2

---

Among the records above, which one has the highest maximum force?
C7H11N

---

maximum force of number 2 (C30H24CoN4O5)?
0.23 eV/Å

---

Repeat the second record exactly.
C30H24CoN4O5 | wB97M-V/def2-TZVPD

Each line ends with the natural charge from an NBO analysis.
Element x y z (Å)
Co: -0.3708 0.2389 0.9019  1.173
O: 1.0947 1.8620 1.2690  -0.713
O: 2.1102 -1.9827 -3.1946  -0.703
O: 1.1275 -1.0585 0.7751  -0.731
O: -1.8195 1.5002 0.8890  -0.721
O: -3.9005 -0.7491 -0.6597  -0.721
N: -1.5547 -1.7970 1.0166  -0.463
N: -0.5673 0.0736 2.8733  -0.479
N: -0.1849 0.2165 -0.9858  -0.298
N: 0.7878 -0.6501 -1.4587  -0.489
C: -3.9605 3.6406 -1.0424  -0.199
C: -2.3201 2.0528 -0.1526  0.444
C: 1.7763 4.6548 3.4310  -0.210
C: 1.1958 4.2480 4.6506  -0.359
C: 1.7217 3.8672 2.3160  -0.269
C: -2.5957 2.4140 -2.5623  -0.138
C: -2.0802 -3.1245 -3.5277  -0.388
C: -1.9390 1.7747 -1.5029  -0.231
C: -3.5963 3.3392 -2.3639  -0.333
C: 3.1716 -2.8513 0.1903  -0.168
C: 4.1652 -3.7784 -0.0839  -0.291
C: -1.8822 -2.6927 0.1790  0.179
C: -1.1616 -2.2209 2.3490  -0.250
C: 0.5583 3.0297 4.6782  -0.137
C: 1.3929 -1.2448 -0.4550  0.572
C: 2.4558 -2.2237 -0.8232  -0.133
C: 4.4495 -4.0895 -1.4094  -0.205
C: 1.0773 2.5754 2.3034  0.441
C: -3.3478 3.0272 0.0192  -0.282
C: -2.9494 -2.0793 -3.8815  -0.204
C: -1.7976 -3.2910 -2.1819  -0.103
C: -2.3199 -2.4585 -1.1946  -0.299
C: 3.7522 -3.4795 -2.4368  -0.298
C: -3.2897 -1.4252 -1.5154  0.435
C: 2.7522 -2.5421 -2.1620  0.349
C: -0.2599 0.9570 3.7419  0.194
C: -0.8987 0.8388 -1.8445  0.138
C: -1.3891 -1.0549 3.2966  -0.229
C: 0.4650 2.1896 3.5563  -0.283
C: -3.5301 -1.2723 -2.9354  -0.348
H: 2.9188 -2.5797 1.2072  0.231
H: -1.1058 -4.0745 -1.8765  0.177
H: -2.2982 2.1477 -3.5726  0.190
H: -2.4408 -0.7563 3.2399  0.207
H: -1.8055 -3.7533 0.4816  0.117
H: 1.2427 4.8770 5.5306  0.186
H: 0.0935 2.6908 5.6014  0.180
H: -1.1568 -1.3404 4.3308  0.165
H: -3.6355 3.2489 1.0398  0.199
H: -3.1720 -1.9063 -4.9323  0.178
H: -0.0939 -2.4614 2.3459  0.212
H: -0.5846 0.7840 4.7781  0.132
H: -4.0929 3.8120 -3.2023  0.185
H: 2.1673 4.1854 1.3808  0.197
H: 1.4314 -1.3550 -2.7957  0.512
H: 4.7100 -4.2528 0.7230  0.193
H: 2.2767 5.6177 3.3749  0.183
H: -1.7260 -3.1013 2.6841  0.167
H: 5.2210 -4.8146 -1.6456  0.189
H: -0.7050 0.6482 -2.8995  0.180
H: -1.6214 -3.7551 -4.2787  0.185
H: 3.9578 -3.7119 -3.4745  0.205
H: -4.7453 4.3676 -0.8541  0.182
H: -4.2051 -0.4714 -3.2189  0.199

For the HOMO-LUMO gap (alpha / beta), the calculation gives 5.83 / 5.83 eV. The multiplicity is 2. Its net charge is -2. As for the maximum force: 0.23 eV/Å. Its expectation value of S² is 0.76.